The following is a DFT calculation (ωB97M-V/def2-TZVPD) of a cluster of 15 separate species, C80H192B5F20N10O6 in total at a distorted geometry.

Positions of all 313 atoms, in Å:
H 1.620 1.776 -5.886
N -2.909 -6.466 -2.141
C 8.584 -0.846 -2.050
H 4.165 2.095 -4.637
C 0.023 -2.152 8.984
H -7.149 6.610 -2.500
H 6.567 2.696 3.283
H -0.993 0.251 0.427
F -0.063 -3.550 -3.170
H -4.665 -1.498 7.291
N 3.190 0.471 -5.371
H 5.461 -3.162 -0.673
C 7.998 -0.215 3.413
C -3.996 -8.373 -3.372
H -1.825 1.986 1.048
H -6.481 5.884 -0.522
F -1.027 -2.446 -1.509
H 3.531 7.991 -5.647
C -0.962 -7.778 -1.317
F -0.010 2.623 -3.295
H 7.342 2.586 -7.325
C 4.416 -0.032 -6.057
H -0.986 -3.509 7.057
C -4.284 -4.994 -0.471
H -3.141 -9.034 -3.399
H -4.126 -7.829 -4.303
C -3.006 -1.716 3.993
H -2.755 -4.030 -6.608
C 5.607 2.452 2.814
H 2.388 7.012 -0.147
H 8.315 1.494 2.186
C 0.205 -4.835 2.017
C -2.979 -5.726 -0.792
C 7.959 0.467 2.053
C -5.311 -2.301 4.031
H 2.163 -1.259 -6.013
F -5.166 2.479 1.825
H -5.852 -1.349 3.990
H -6.922 3.485 -5.147
H -1.748 -4.237 -5.147
H -0.935 -2.585 9.236
F -3.951 0.557 1.898
C -4.118 -2.298 3.099
O -3.758 8.321 -3.276
H -6.282 -0.877 -2.545
H 8.803 0.961 -0.417
H 1.942 -4.487 9.318
H -3.897 -1.236 -1.446
F 2.729 -1.584 2.723
H -1.289 0.999 8.779
H -5.247 3.722 -3.287
C -5.925 4.498 -3.653
H 1.987 5.741 -5.800
C -4.757 5.530 -1.766
H 0.717 3.879 3.033
H -2.207 -0.444 9.178
C -0.791 3.427 6.344
H 0.038 3.826 6.919
H 5.049 6.437 -3.521
H 5.749 1.296 -0.231
C 1.328 -3.891 1.875
C -0.527 3.401 0.016
H 7.656 1.699 -1.628
C -1.056 -9.948 -0.317
C 6.770 1.333 0.164
H 5.175 0.250 -3.430
H 4.698 -4.177 -1.880
H -0.879 -0.013 10.208
H -6.955 -2.194 7.219
H -7.281 -1.344 5.733
H -0.244 -5.257 5.961
C 3.636 7.705 -4.603
H 2.553 1.719 -3.897
H 1.360 1.499 0.532
H 0.993 -6.225 3.524
H 0.506 -0.708 0.148
B 3.885 3.713 -0.697
H -2.582 6.785 -2.688
C 2.186 6.795 -2.779
H -4.837 -9.072 -3.239
H 0.780 7.135 -0.510
H -2.450 7.197 -4.439
C -0.063 -0.119 0.857
H -1.978 0.716 -3.818
H -3.310 1.094 -1.004
C -3.184 -2.445 5.303
H -4.805 -4.607 5.481
H 3.822 8.582 -3.982
H -6.690 0.809 6.716
H 2.988 -1.399 -4.470
H -0.194 -10.310 -0.881
H -5.364 1.047 -3.396
H -2.096 0.023 -2.149
H -2.677 -6.469 -0.042
H -0.567 -4.503 2.701
H -2.579 9.720 -4.168
F 3.066 -2.221 4.925
H 7.458 0.286 4.207
C 7.811 0.925 -0.869
H -6.385 0.019 8.324
H 0.298 7.165 -4.574
H 1.383 -0.128 -3.284
H -5.960 -2.469 -1.806
H -1.600 -7.490 -3.370
F -6.200 0.503 2.319
C -2.179 -3.501 -5.835
H 2.948 -6.811 1.902
H -2.955 -3.496 5.165
H 3.829 -3.564 2.933
H 9.529 -0.654 -1.551
H 1.801 -6.278 0.562
H -3.903 -3.322 2.760
C -3.186 -1.463 -5.565
H 8.267 -1.852 -2.279
B -1.088 3.491 -3.730
C 2.143 -2.512 7.789
C 0.785 1.045 1.343
H 6.047 1.114 -5.156
C 1.130 -0.401 -4.310
H 1.149 8.718 -4.447
H 4.342 1.298 -2.252
F 0.214 -4.315 -1.019
H 6.093 3.892 -7.202
C 3.284 -4.244 0.469
H -3.961 4.802 -2.020
H 5.218 -4.870 1.028
C 0.961 -4.451 8.850
H 0.208 -4.509 9.644
C -2.271 -0.141 -3.205
C -4.381 0.953 -2.921
H -8.016 0.020 7.596
H 0.582 0.407 -4.804
H 2.569 -4.305 -0.359
B 2.458 -1.256 4.076
H -2.705 -4.444 -3.056
H 6.318 0.232 -6.709
H -0.177 2.664 -0.697
C -0.541 1.483 3.289
C -5.676 -1.779 -2.607
C -4.124 -0.593 -4.791
H -2.141 -5.026 -0.842
H -3.287 10.142 -2.601
H -1.179 2.542 6.879
H 0.200 -7.052 2.202
H -0.218 -6.018 7.952
B -5.017 1.246 2.483
H 9.033 -0.326 3.731
C 5.525 1.006 2.281
H 4.378 -5.976 -0.117
H -1.280 4.056 -0.417
H 1.541 -6.198 7.719
H -5.847 -2.400 -3.483
N -5.296 5.780 -3.156
H -4.581 -4.201 -1.161
H 3.043 6.253 -2.404
C 6.458 2.963 -6.792
F 5.338 3.760 -0.802
C -1.079 2.743 1.286
H 1.506 -3.322 2.778
H -5.234 4.877 0.171
H 1.968 -1.658 7.156
H 0.336 1.009 3.763
F 3.443 2.446 -0.203
H -1.430 -2.806 -6.238
N 2.597 -4.758 1.690
C -6.256 4.346 -5.125
H 0.586 -2.055 9.911
H -1.199 0.734 2.861
H -0.702 -7.218 -0.416
H -5.057 0.637 -0.896
H 3.348 -3.170 0.622
F 1.045 -1.457 4.276
C 5.317 -4.204 -0.983
F -1.995 3.614 -2.709
H -6.845 4.418 -3.071
H 0.491 -1.281 -4.301
H -5.390 4.113 -5.749
H 6.802 2.379 0.485
H 1.734 3.368 1.663
N 0.816 -3.113 8.156
H 1.371 7.786 -5.882
H 0.030 -8.039 -1.688
C -1.561 -6.958 -2.416
C -4.306 1.243 -1.415
F 3.476 4.633 0.259
H 1.189 8.717 -2.418
O -0.279 3.044 5.024
H -3.745 -1.617 -6.485
H -1.515 3.464 1.976
C 1.212 7.694 -4.814
H 7.026 -1.441 0.609
C 2.356 -0.747 -5.063
H 1.743 2.467 3.191
H 7.596 -1.232 3.463
H -4.958 -6.887 -2.039
F -0.531 4.813 -3.953
H -6.819 5.178 -5.531
H -2.678 -2.077 6.200
F 1.231 -2.245 -1.654
H -3.207 -0.638 4.073
N 2.355 6.967 -4.242
C -5.115 -3.730 6.047
H -4.812 -0.404 5.841
H 8.608 -0.030 1.348
H 3.165 2.134 -6.599
H -0.727 -9.573 0.653
H -3.738 1.629 -3.485
H 6.668 3.090 -5.728
H 5.453 3.241 2.084
C 2.495 5.572 -4.853
H 1.203 -3.259 0.989
H 2.684 -3.207 7.144
C 4.565 -4.930 0.162
O -3.021 -2.741 -5.025
C 3.962 5.368 -5.024
H 2.207 0.642 -7.185
H 4.278 4.508 -4.440
O 7.471 -0.387 -1.284
H -1.860 -1.097 -3.485
C 4.202 0.595 -3.085
C 3.491 -4.597 2.880
H -0.948 -6.086 -2.614
H 1.992 4.935 -4.139
O 5.347 2.051 -6.850
C 1.685 7.740 -0.538
H -1.999 -1.813 3.545
H 6.238 -4.741 -1.233
C -6.949 -0.013 7.389
H -0.259 -5.032 1.024
F 2.711 0.067 4.392
C -0.194 -0.756 8.288
H -4.659 6.496 -4.934
H -4.253 -5.026 -3.069
H -1.709 -10.796 -0.166
H -4.576 2.272 -1.142
C 4.679 6.614 -4.537
C -3.114 7.096 -3.577
H -1.708 1.562 4.978
H -5.099 -1.065 -4.767
H 1.331 6.118 -2.688
C -6.681 -1.315 6.639
H -3.956 -4.515 0.445
H 5.443 0.368 3.182
C 0.830 -6.187 2.442
H 2.990 -4.851 3.811
C -4.030 -7.457 -2.134
H -4.389 -1.677 2.249
H 5.580 6.869 -5.114
H -2.058 3.012 3.887
C -1.324 2.333 4.304
N 0.031 2.099 2.059
H -6.194 -3.755 6.174
H 1.568 8.576 0.163
H -4.245 6.444 -1.451
C -6.309 6.868 -3.136
C -4.168 6.086 -4.055
H 4.362 -5.246 2.751
H -1.906 8.962 -2.669
N -4.689 -2.438 5.436
H 2.718 -2.277 8.702
C -4.198 -1.565 -2.440
F -1.679 2.994 -4.890
H -3.627 5.157 -4.307
C -3.245 -5.390 -3.212
C -5.821 5.062 -0.739
C 0.718 -5.499 7.770
C 0.585 -4.747 6.420
H -6.025 -3.115 3.873
H -6.298 4.126 -1.040
B 0.115 -3.138 -1.872
C 1.111 3.017 2.493
H 1.530 -4.689 5.886
H 4.144 -0.310 -7.072
H 0.768 -0.219 8.221
C -5.154 -1.312 6.334
H 8.667 -0.257 -2.960
O -1.750 -8.938 -1.054
H -0.570 -0.827 7.262
H -3.812 -7.981 -1.186
H -5.078 -5.672 -0.172
C 0.072 -3.332 6.833
H 4.798 2.486 3.550
C 2.094 -6.191 1.600
C 3.536 1.326 -4.177
C -2.792 9.347 -3.159
F 3.276 4.011 -1.903
H 1.487 0.674 2.091
H -4.157 0.384 -5.275
H 5.850 -1.424 2.001
H 0.203 -2.497 6.152
C 2.469 1.314 -6.386
H -4.694 -3.808 7.062
H -2.202 -1.083 -5.840
C 5.621 0.853 -6.124
H 4.605 0.879 1.715
C -1.192 -0.012 9.161
H -6.725 7.071 -4.124
H 4.750 -0.969 -5.594
F -4.691 1.371 3.900
H -0.401 -0.810 1.645
H 3.566 -0.197 -2.694
H -1.574 4.108 6.054
H -2.987 -5.779 -4.201
H 0.338 4.037 0.220
C 6.189 -0.956 1.083
H -5.828 7.766 -2.743
H -3.581 -2.362 -2.871
C 1.985 8.104 -1.994
H 2.852 8.768 -2.072
H 5.442 -0.869 0.286
N -3.769 -0.371 -3.344
H 4.133 5.126 -6.069
N 6.584 0.479 1.429

* net charge: +5
* 2S+1: 1
* E_tot: -6283.39207 Eh
* E_LUMO: -7.80 eV